Below is a cluster of 12 separate species, C38H56N2O38S7 in total at a distorted geometry, with properties calculated with ωB97M-V/def2-TZVPD.

SMILES = O=[N+]([O-])c1ccccc1.O=[N+]([O-])c1ccccc1.O=S1(=O)OCCO1.O=S1(=O)OCCO1.O=S1(=O)OCCO1.O=S1(=O)OCCO1.O=S1(=O)OCCO1.O=S1(=O)OCCO1.O=S1(=O)OCCO1.O=C1CCCO1.O=C1CCCO1.O=C1CCCO1
LUMO = -0.78 eV
2S+1 = 1
HOMO-LUMO gap = 9.27 eV
E_HOMO = -10.0431 eV
E_tot = -196932.346 eV

XYZ file:
```
141
Properties=species:S:1:pos:R:3:forces:R:3:lowdin_charge:R:1
C -3.16447 -5.03519 -0.80402 0.600 -0.557 0.659 -0.14
C -1.95206 -5.76635 -0.18456 0.304 -0.545 -0.517 -0.14
O -1.35007 -4.82359 0.69401 1.670 1.592 0.690 -0.22
S -1.63650 -3.27724 0.27530 -2.506 -0.981 -0.491 0.67
O -0.94275 -2.79979 -0.88094 -0.131 -1.186 0.314 -0.22
O -1.68216 -2.35776 1.38706 -0.146 -1.814 -0.673 -0.23
O -3.17226 -3.77894 -0.10917 0.104 1.578 -0.483 -0.20
H -4.05395 -5.61689 -0.57747 -0.321 0.546 0.215 0.13
H -3.09773 -4.95434 -1.88531 0.208 0.457 0.011 0.11
H -1.23754 -6.14645 -0.91475 0.142 0.495 -0.155 0.13
H -2.17564 -6.64471 0.41697 -0.396 0.276 0.264 0.14
C 4.71345 0.66473 -1.99730 1.263 -0.772 0.903 -0.14
C 5.03862 1.51172 -0.76641 0.386 -0.858 1.405 -0.10
O 5.73420 0.59346 0.17072 1.061 -1.614 -0.271 -0.23
S 5.72881 -0.95723 -0.35754 -0.289 2.510 -0.468 0.66
O 5.26751 -1.87114 0.62948 0.184 0.469 -0.489 -0.22
O 6.96726 -1.18207 -1.06142 -1.467 -0.024 0.326 -0.23
O 4.46773 -0.59988 -1.35043 -0.094 -1.624 0.362 -0.27
H 5.58791 0.39556 -2.59647 0.095 1.083 -0.342 0.13
H 3.88157 0.95988 -2.62826 -0.188 -0.075 0.250 0.13
H 4.21935 1.67154 -0.06725 -0.697 0.962 -1.088 0.09
H 5.71178 2.35689 -0.86808 -0.257 0.118 -0.297 0.14
C -0.02627 0.76933 -0.98279 -0.145 -0.988 0.873 -0.13
C 1.05675 1.79181 -0.63163 -1.297 0.875 -0.362 -0.15
O 1.72825 1.33001 0.51544 0.202 -1.660 1.849 -0.21
S 1.23083 -0.18675 1.00754 -0.808 0.588 -2.187 0.65
O 0.31581 -0.11691 2.11260 0.458 0.494 -0.793 -0.24
O 2.32479 -1.08743 1.09525 -0.022 0.387 0.023 -0.21
O 0.46809 -0.46180 -0.40300 1.089 -0.449 1.033 -0.22
H -0.21787 0.60188 -2.03743 0.369 0.091 -0.084 0.10
H -0.97802 0.87618 -0.46127 0.018 0.907 -0.207 0.10
H 0.53216 2.71182 -0.35919 0.235 0.154 -0.165 0.12
H 1.78444 2.00873 -1.41266 -0.074 -0.285 -0.099 0.13
C -0.26656 -3.29236 4.03867 -0.818 -0.673 0.621 -0.19
C -0.15193 -2.24029 5.11263 0.826 1.670 -0.353 -0.15
O 1.03155 -2.53116 5.90434 0.355 -0.586 -0.929 -0.21
S 1.60237 -4.00857 5.53081 0.092 0.492 -0.815 0.64
O 1.69805 -4.77525 6.70905 -0.501 -0.307 0.411 -0.21
O 2.77294 -3.94836 4.70050 -1.139 0.516 0.114 -0.23
O 0.29520 -4.42286 4.66356 1.163 -1.439 1.140 -0.19
H 0.25416 -3.21296 3.08277 -0.219 0.974 0.135 0.12
H -1.33825 -3.47177 3.93589 0.207 -0.250 -0.589 0.14
H -0.95068 -2.14168 5.84291 -0.350 -0.531 -0.300 0.14
H -0.06555 -1.28499 4.58427 0.371 0.182 0.440 0.11
C -0.74436 5.59077 -5.93091 0.211 -0.868 -0.096 -0.16
C -1.53510 5.83502 -4.64328 0.985 0.774 -0.841 -0.15
O -1.04621 4.86622 -3.73302 0.243 -0.818 1.070 -0.23
S -0.13375 3.73161 -4.37448 -0.815 -1.052 -1.632 0.66
O -0.61955 2.42392 -4.02041 0.090 1.635 -0.449 -0.23
O 1.26560 3.96918 -4.20375 -0.640 0.558 0.032 -0.23
O -0.61265 4.15718 -5.91647 0.787 -1.140 1.294 -0.20
H 0.27147 5.98736 -5.97611 -0.216 0.446 0.159 0.13
H -1.31024 5.80928 -6.83256 0.070 0.231 0.068 0.14
H -2.58339 5.69987 -4.90252 -0.141 -0.084 0.706 0.14
H -1.27041 6.78615 -4.18494 -0.538 0.186 -0.196 0.14
C -3.37689 6.43189 -0.84897 0.128 -0.257 -0.051 -0.17
C -4.13305 5.72663 0.26293 -0.417 0.680 0.799 -0.16
O -4.15854 4.31935 -0.00010 0.940 -0.809 -2.099 -0.20
S -3.20072 3.95207 -1.31558 -1.402 0.824 -0.706 0.70
O -4.02347 3.81727 -2.49473 0.672 0.659 1.349 -0.23
O -2.31272 2.85066 -1.06986 -0.246 1.543 0.724 -0.23
O -2.46001 5.43640 -1.30520 0.150 -1.627 -0.486 -0.21
H -2.83084 7.33828 -0.59520 0.320 -0.363 0.561 0.14
H -4.06107 6.78131 -1.62587 -0.025 -0.622 -0.312 0.13
H -5.11544 6.19896 0.23100 -0.337 -0.714 0.426 0.14
H -3.71995 5.74142 1.27004 0.216 0.783 -0.097 0.14
C 0.15809 2.96479 3.12670 0.998 -2.089 -1.253 -0.19
C 0.52454 4.19089 2.31619 -0.607 0.324 -0.252 -0.16
O 0.58882 5.22784 3.29359 -0.405 -0.032 0.629 -0.18
S -0.41300 4.92054 4.51609 0.438 -0.013 0.415 0.63
O -1.65258 5.59632 4.32332 0.266 -0.281 -0.043 -0.23
O 0.34201 5.10335 5.71168 -0.491 -0.143 -0.401 -0.22
O -0.65174 3.32561 4.24443 0.644 1.359 -0.571 -0.16
H 1.06728 2.40609 3.37362 0.095 0.570 1.003 0.10
H -0.29333 2.17018 2.52771 -0.899 0.500 0.013 0.11
H -0.22094 4.46044 1.56003 -0.140 -0.061 0.140 0.13
H 1.48799 4.14638 1.81032 0.081 -0.230 0.272 0.13
C 2.31958 0.52645 5.37493 0.125 0.289 0.589 -0.05
C 2.55079 1.79047 5.91035 0.246 0.182 -1.647 -0.03
C 3.23574 2.73300 5.11654 -0.378 0.302 2.520 -0.02
C 3.68960 2.42780 3.87367 0.133 -1.436 -0.525 -0.16
C 3.51691 1.13212 3.36603 0.116 0.552 0.105 0.01
C 2.83768 0.18222 4.12962 0.329 0.363 -0.405 -0.05
N 4.26940 3.45957 3.00524 -1.477 0.923 -0.611 -0.33
O 4.15988 4.60862 3.38782 0.581 -0.074 0.401 0.09
O 4.58095 3.17844 1.85963 0.485 -0.551 0.280 0.06
H 1.78542 -0.20444 5.96506 0.000 -0.120 -0.070 0.09
H 2.17167 2.14167 6.85735 -0.002 -0.324 0.154 0.11
H 3.42751 3.64535 5.66612 0.064 0.438 -0.781 0.13
H 3.93832 0.97611 2.38109 -0.133 -0.516 0.024 0.11
H 2.71900 -0.82335 3.75003 -0.007 -0.008 -0.044 0.10
C -3.89113 -0.67039 -2.46070 0.390 -0.070 -0.121 -0.06
C -4.95207 -1.55542 -2.60347 0.375 -0.070 0.481 -0.06
C -4.74411 -2.75801 -3.24473 -0.034 -0.233 -0.530 -0.01
C -3.51813 -3.00667 -3.88147 -0.677 0.528 -0.154 -0.16
C -2.49111 -2.08584 -3.88255 -0.392 0.187 1.605 0.02
C -2.66873 -0.97515 -3.03755 0.470 -0.200 -0.918 -0.04
N -3.29694 -4.29144 -4.55367 0.148 0.196 0.803 -0.37
O -4.24794 -5.00479 -4.76139 -0.437 -0.283 -0.287 0.09
O -2.13886 -4.59474 -4.74772 0.336 -0.245 -0.442 0.07
H -4.01636 0.23762 -1.88636 0.084 0.036 -0.001 0.09
H -5.87940 -1.35549 -2.08405 -0.127 -0.039 -0.191 0.11
H -5.55223 -3.47522 -3.26878 0.177 -0.193 -0.166 0.12
H -1.52729 -2.26801 -4.32838 -0.076 -0.032 -0.149 0.10
H -1.76865 -0.39844 -2.89650 -0.252 0.503 -0.021 0.08
O 0.43896 -0.57107 -4.36016 0.290 0.288 0.305 0.12
C 1.41232 -1.23154 -4.11968 -0.300 -1.129 0.188 -0.47
O 2.66666 -0.78991 -4.22053 1.047 0.975 -0.764 0.02
C 3.67696 -1.82827 -4.06106 -1.346 -0.982 1.894 -0.09
C 2.83221 -3.14247 -4.14419 1.122 0.525 -0.052 -0.12
C 1.45144 -2.70243 -3.72973 -0.505 0.110 -1.236 -0.07
H 4.02779 -1.71480 -3.03389 0.181 -0.061 -0.321 0.09
H 4.52926 -1.74211 -4.72660 -0.423 0.259 -0.487 0.13
H 3.15981 -3.93670 -3.47584 0.504 0.043 -0.239 0.10
H 2.89018 -3.46234 -5.18403 -0.356 -0.355 0.088 0.12
H 1.21759 -2.85776 -2.67869 -0.045 0.184 -0.015 0.10
H 0.72596 -3.21290 -4.36505 -0.337 -0.018 0.429 0.12
O 2.41995 -7.75520 -0.63420 -0.548 -0.198 -0.146 0.13
C 2.33018 -6.58871 -0.40975 1.208 0.408 0.316 -0.46
O 1.34622 -6.03422 0.34980 -0.205 0.137 0.236 0.03
C 1.67663 -4.65067 0.65429 0.196 -0.358 0.914 -0.14
C 2.55539 -4.26995 -0.47211 0.032 1.186 -1.500 -0.17
C 3.37004 -5.50597 -0.78496 -1.154 -0.058 0.485 -0.04
H 2.22261 -4.58032 1.60215 0.029 -0.426 0.042 0.14
H 0.77637 -4.05921 0.81231 0.142 -0.274 -0.459 0.08
H 3.06645 -3.31372 -0.35337 0.205 -0.192 0.238 0.11
H 1.93100 -4.17223 -1.36902 -0.202 0.302 0.213 0.10
H 4.23553 -5.64736 -0.13822 0.186 -0.026 -0.272 0.14
H 3.56759 -5.52444 -1.85189 0.557 -0.457 0.125 0.11
O -6.61474 2.15673 2.79428 0.077 -0.641 -0.143 0.11
C -5.64757 1.52730 2.45030 0.268 2.150 0.869 -0.50
O -5.68870 0.34536 1.88102 -0.881 -1.431 -0.147 0.06
C -4.44568 -0.05921 1.35247 0.990 0.429 -0.815 -0.15
C -3.39511 0.90790 1.87967 0.894 0.419 0.085 -0.13
C -4.20952 2.06213 2.56981 0.080 -2.499 -0.865 -0.02
H -4.48629 0.08243 0.27105 -0.277 -0.380 -0.034 0.10
H -4.17441 -1.08901 1.57342 -0.549 -0.084 0.140 0.12
H -2.70934 1.16492 1.06732 -0.438 0.632 -0.168 0.08
H -2.67496 0.39518 2.52294 -0.475 0.109 0.608 0.10
H -4.23940 3.00804 2.04204 0.552 0.237 0.464 0.10
H -3.93013 2.00838 3.61785 -0.133 1.008 0.067 0.13
```
Positions in Å, forces in eV/Å.